# C15H14N6PdS3

C15H14N6PdS3 as an isolated structure (ωB97M-V/def2-TZVPD, the Open Molecules 2025 dataset).

Geometry as XYZ:
```
39
Properties=species:S:1:pos:R:3:lowdin_charge:R:1
Pd 0.30401 0.18318 0.58815 0.8538
N -1.20759 0.93660 4.51126 0.1372
C -0.78604 0.94643 3.25012 -0.7562
S 0.37227 -0.32489 2.80855 0.7323
N -1.22122 1.87510 2.43978 0.0414
N -0.72608 1.79067 1.18413 -0.1580
C -1.09631 2.61809 0.27846 -0.0072
C -0.54861 2.43390 -1.06333 -0.2452
C -0.77923 3.32245 -2.09811 0.0311
C -0.12542 3.12407 -3.30873 0.0060
C 0.75168 2.06038 -3.44112 0.0010
C 0.92769 1.20235 -2.36500 -0.0960
N 0.27578 1.37513 -1.22077 -0.0292
H -0.88609 0.25089 5.17333 0.1147
H -1.76984 1.70359 4.84829 0.1354
H -1.77636 3.42427 0.52749 0.1566
H -1.44226 4.16398 -1.95023 0.1362
H -0.28710 3.80751 -4.13130 0.1339
H 1.29853 1.89112 -4.35743 0.1292
H 1.60676 0.36050 -2.41716 0.1251
S 2.57554 0.66738 0.78046 0.7604
C 2.66453 -1.04075 0.38064 -0.6947
C 3.74317 -1.89581 0.24174 -0.0259
C 3.46393 -3.20820 -0.10113 0.0011
C 2.14618 -3.63373 -0.29047 -0.0126
C 1.12348 -2.72745 -0.13099 -0.0778
N 1.40940 -1.45876 0.19392 -0.1569
H 4.75317 -1.54589 0.40140 0.1316
H 4.27597 -3.91352 -0.21818 0.1334
H 1.92269 -4.65732 -0.55204 0.1267
H 0.07973 -2.98588 -0.24640 0.1223
S -3.53325 -1.63727 -1.21717 1.1409
C -3.46728 -1.97677 0.45307 -0.3314
C -2.37543 -1.39882 1.00835 -0.2244
N -1.60444 -0.69417 0.11383 -0.1426
C -2.10423 -0.74928 -1.10229 -0.4548
H -4.22411 -2.56993 0.93960 0.0935
H -2.08316 -1.44907 2.04513 0.0880
H -1.65044 -0.27008 -1.95584 0.0809
```

Orbital gap ... 6.80 eV
Net charge ... +2
Relative energy (zero: lowest compared OMol25 entry of this formula, charge and spin) ... 0.1687 eV
Largest force on an atom ... 0.4 eV Å⁻¹
E_HOMO ... -0.54497 Ha
Lowest unoccupied orbital energy ... -0.2950 Ha


# C15H15AuN2OS3Te

C15H15AuN2OS3Te as an isolated structure (ωB97M-V/def2-TZVPD, the Open Molecules 2025 dataset).

Geometry as XYZ:
```
38
Properties=species:S:1:pos:R:3:lowdin_charge:R:1
Au -1.61592 -0.60579 0.94156 -0.0217
S -3.19068 -0.19718 2.90835 0.3552
C -2.07670 0.56672 4.01780 -0.7725
C -2.35814 0.52164 5.39108 -0.1868
C -1.54784 1.11622 6.34435 -0.1647
C -0.39899 1.78520 5.93867 -0.1654
C -0.09440 1.83888 4.58731 -0.1879
C -0.90082 1.25008 3.60790 -0.7428
S -0.42176 1.42344 1.92962 0.4478
H -3.25301 -0.00970 5.69513 0.0694
H -1.80862 1.04977 7.39664 0.0712
H 0.25765 2.25359 6.66546 0.0701
H 0.80127 2.35210 4.25515 0.0695
N -2.16178 0.23575 -1.85264 0.1428
C -1.24714 0.89851 -2.09344 -0.3342
N -0.17906 1.65878 -2.38011 -0.0932
C 0.65026 2.04446 -1.22379 -0.1618
C 1.58252 0.91382 -0.82478 -0.2079
O 2.38869 0.51892 -1.94173 -0.1403
C 1.55846 0.02425 -2.98039 -0.2048
C 0.63880 1.12387 -3.48477 -0.1334
H 0.00270 2.32014 -0.39253 0.0370
H 1.23456 2.91643 -1.53413 0.1199
H 0.99622 0.06421 -0.45216 0.0851
H 2.25499 1.24036 -0.03442 0.1158
H 0.96601 -0.82394 -2.61667 0.0798
H 2.21152 -0.33105 -3.78027 0.1216
H -0.02307 0.75294 -4.26774 0.1199
H 1.23309 1.95459 -3.87736 0.1171
Te -1.17306 -3.06378 0.03586 0.5285
C -0.23242 -3.05178 -1.85776 -1.0749
C 1.03322 -3.47836 -2.17713 -0.2979
C 1.33936 -3.42406 -3.56177 -0.2501
C 0.29956 -2.94747 -4.30470 -0.4797
S -1.04497 -2.57671 -3.30193 0.8622
H 1.72528 -3.81944 -1.41938 0.0818
H 2.29466 -3.71073 -3.98430 0.0841
H 0.25956 -2.78468 -5.37098 0.0414
```

Orbital gap ... 4.70 eV
Net charge ... -2
Relative energy (zero: lowest compared OMol25 entry of this formula, charge and spin) ... 0.9845 eV
Largest force on an atom ... 0.7 eV Å⁻¹
E_HOMO ... -0.00862 Ha
Lowest unoccupied orbital energy ... 0.1642 Ha


# C15H15BN2O3

The molecule C15H15BN2O3 in a non-equilibrium geometry (ωB97M-V/def2-TZVPD, the Open Molecules 2025 dataset).

Geometry as XYZ:
```
36
Properties=species:S:1:pos:R:3:lowdin_charge:R:1
O -0.66661 -0.19321 -0.66174 0.0405
O -2.42456 4.44147 0.43445 0.1595
O -0.99254 5.55980 2.08958 0.1037
B -1.30588 4.46909 1.26172 -0.5435
C 0.53086 -0.32328 -0.85670 -0.4971
C -1.38124 -5.62154 -0.40066 -0.1125
C -0.70705 -5.76322 -1.57317 -0.0946
C -1.58877 -4.38363 0.16267 -0.0761
C 2.23579 2.17540 1.39629 -0.0122
C -0.00432 2.14723 0.60902 0.0484
C 2.01622 3.37949 2.03384 -0.0190
C -0.29501 -4.63401 -2.24213 -0.0516
C -1.19044 -3.26602 -0.54418 -0.0321
C -0.23585 3.36037 1.22420 -0.0130
C 1.24394 1.54605 0.61364 -0.2137
C 0.75942 3.96729 1.95922 -0.1695
C -0.53293 -3.36579 -1.75859 -0.2193
N 1.51983 0.47033 -0.23521 0.1374
N 0.93091 -1.33563 -1.67760 0.0773
C 0.28468 5.23964 2.57143 -0.1503
C -0.01468 -2.15514 -2.43600 -0.1373
H -2.80544 5.34413 0.47732 0.1138
H -1.77787 -6.49609 0.13624 0.1113
H -0.59035 -6.73585 -2.02574 0.1044
H -2.11947 -4.25010 1.10519 0.1096
H 3.20181 1.69991 1.49981 0.1061
H -0.76076 1.72459 -0.02649 0.1076
H 2.76987 3.82323 2.62764 0.1035
H 0.19160 -4.69436 -3.18572 0.0998
H -1.45950 -2.28456 -0.16429 0.1060
H 2.48495 0.29424 -0.44371 0.1362
H 1.92122 -1.49026 -1.81777 0.1381
H 0.25384 5.18142 3.67974 0.1481
H 0.93701 6.05211 2.28771 0.1319
H 0.43669 -2.37999 -3.39583 0.1184
H -0.86540 -1.50309 -2.72420 0.1403
```

Structure (SMILES) ... O=C(NCc1ccccc1)Nc1ccc2c(c1)B(O)OC2
Orbital gap ... 8.95 eV
Net charge ... 0
Largest force on an atom ... 2.3 eV Å⁻¹
E_HOMO ... -0.30671 Ha
Lowest unoccupied orbital energy ... 0.0221 Ha


# C15H15CdN6O9

C15H15CdN6O9 as an isolated structure in a non-equilibrium geometry (ωB97M-V/def2-TZVPD, the Open Molecules 2025 dataset).

Geometry as XYZ:
```
46
Properties=species:S:1:pos:R:3:lowdin_charge:R:1
Cd -0.30081 0.70003 -0.29804 0.9424
N 2.05988 1.47115 -4.52473 -0.6577
O 1.66738 1.11884 -3.43878 -0.0386
O 1.44955 2.29920 -5.23511 0.0166
O 3.01692 0.97517 -5.11991 0.0014
N -2.85627 0.47983 4.11110 -0.6606
O -2.62489 0.32731 2.87663 -0.0814
O -2.41236 -0.34876 4.87298 0.0040
O -3.47079 1.45392 4.53855 -0.0034
N -3.05639 4.25655 -2.19400 -0.6979
O -2.40844 3.52336 -1.54572 0.0334
O -2.72603 4.36359 -3.39885 0.0423
O -4.03832 4.79732 -1.80727 0.0873
N -2.79438 -1.67345 -3.01645 0.0506
C -2.38882 -2.09439 -4.23260 -0.1607
C -3.26382 -2.53609 -5.23848 -0.0564
C -4.63982 -2.45080 -4.90625 -0.0841
C -5.10361 -2.05970 -3.66842 -0.1105
C -4.19084 -1.66315 -2.76029 -0.1243
H -1.33242 -2.27564 -4.36506 0.0970
H -2.97143 -3.07675 -6.12650 0.0948
H -5.24480 -3.00433 -5.60911 0.0945
H -6.09746 -2.21756 -3.27633 0.1044
H -4.52990 -1.26001 -1.81747 0.1003
N 1.96838 -2.62396 0.81159 0.0633
C 1.56764 -3.70389 1.58014 -0.1350
C 2.32820 -4.76158 2.10115 -0.0783
C 3.70036 -4.70597 1.89307 -0.0879
C 4.20051 -3.67755 1.06869 -0.0729
C 3.29343 -2.70875 0.58946 -0.1701
H 0.50620 -3.87573 1.68115 0.0966
H 1.98710 -5.54675 2.75959 0.0991
H 4.46345 -5.44484 2.08842 0.0976
H 5.26069 -3.56328 0.89729 0.0942
H 3.80781 -1.92608 0.05165 0.0960
N 1.76110 2.72774 2.46045 0.0453
C 2.32124 2.31402 3.67623 -0.1321
C 2.71782 3.09040 4.79112 -0.0566
C 2.56949 4.48284 4.58716 -0.0930
C 2.19602 4.98877 3.34940 -0.0809
C 1.76252 4.08015 2.34502 -0.1525
H 2.61353 1.27462 3.70060 0.0892
H 2.91416 2.68224 5.77156 0.0959
H 2.89846 5.26221 5.25855 0.0955
H 2.33862 6.02930 3.09766 0.0959
H 1.08112 4.50047 1.62015 0.0973
```

Orbital gap ... 2.24 eV
Net charge ... -1
Relative energy (zero: lowest compared OMol25 entry of this formula, charge and spin) ... 10.7975 eV
Largest force on an atom ... 5.7 eV Å⁻¹
E_HOMO ... -0.20620 Ha
Lowest unoccupied orbital energy ... -0.1240 Ha


# C15H15Cl2HgO3S

C15H15Cl2HgO3S as an isolated structure in a non-equilibrium geometry (ωB97M-V/def2-TZVPD, the Open Molecules 2025 dataset).

Geometry as XYZ:
```
37
Properties=species:S:1:pos:R:3:lowdin_charge:R:1
Hg 0.37645 0.55000 -0.46969 0.6982
C 2.88097 -1.23314 2.45512 -0.1068
C 2.89460 -2.32004 1.57110 -0.1297
C 3.38726 -2.17906 0.28667 -0.1239
C 3.85056 -0.94875 -0.16845 -0.1562
C 3.86753 0.15442 0.69523 -0.1092
C 3.37700 0.01452 2.01249 -0.0966
H 2.52413 -1.30772 3.47416 0.0860
H 2.49309 -3.28547 1.88288 0.0922
H 3.30172 -3.02498 -0.39167 0.0954
H 4.11968 -0.78767 -1.20239 0.0594
H 4.24217 1.12315 0.35717 0.1004
H 3.40297 0.88482 2.67777 0.0969
Cl 1.63905 0.00401 -2.48537 -0.2601
C 0.57738 3.25234 -3.70898 -0.5649
Cl 1.09781 3.57018 -2.15570 0.5849
H 1.00591 3.91834 -4.52308 -0.0031
H 0.38792 2.17497 -3.85376 -0.0452
O -3.42001 1.87910 0.64693 -0.0442
C -2.72019 1.06923 -0.02088 -0.6595
O -1.71650 1.40222 -0.78389 -0.2154
C -3.22726 -0.33659 -0.07310 -0.1844
C -4.58514 -0.59991 -0.37764 -0.0451
C -5.01576 -1.92146 -0.46191 -0.1428
C -4.09192 -2.97892 -0.31820 -0.1383
C -2.77495 -2.70347 0.01998 -0.1496
C -2.34425 -1.37727 0.24966 -0.6839
S -0.82114 -1.07049 0.98352 0.5187
H -5.27903 0.23986 -0.61031 0.1156
H -6.02613 -2.15979 -0.76215 0.0680
H -4.36208 -4.02858 -0.52967 0.0832
H -2.00801 -3.45075 0.08710 0.0717
C 0.56854 3.09913 1.12014 -0.3744
O 1.30396 2.20042 0.39625 -0.5793
H -0.46988 3.22489 0.76319 0.0538
H 1.01701 4.10454 1.03344 0.0405
H 0.54651 2.84793 2.18403 0.0476
```

Orbital gap (alpha / beta) ... 6.60 / 6.60 eV
Net charge ... -2
Spin multiplicity ... 2
Relative energy (zero: lowest compared OMol25 entry of this formula, charge and spin) ... 0.0000 eV
Largest force on an atom ... 2.7 eV Å⁻¹
E_HOMO (alpha / beta) ... -0.04845 / -0.04842 Ha
Lowest unoccupied orbital energy (alpha / beta) ... 0.1942 / 0.1941 Ha


# C15H15LuN7O7

C15H15LuN7O7 as an isolated structure in a non-equilibrium geometry (ωB97M-V/def2-TZVPD, the Open Molecules 2025 dataset).

Geometry as XYZ:
```
45
Properties=species:S:1:pos:R:3:lowdin_charge:R:1
Lu 0.87196 -2.32106 1.28619 1.3118
O 1.90444 -1.55159 5.41881 0.0284
C 1.77476 -1.65322 4.21785 -0.5778
O 0.90287 -2.38273 3.54476 -0.2347
C 2.77639 -0.86836 3.25300 -0.5843
O 3.51130 -0.04620 3.64949 0.0777
O 2.45640 -1.09396 1.96776 -0.2887
O 1.03500 0.83973 -5.71965 -0.0684
C 0.32873 -0.35436 -5.34048 -0.1978
C 0.45018 -0.78013 -3.84885 -0.1658
C 0.82457 -2.04261 -3.38635 0.0025
C 0.90800 -2.18747 -1.99837 -0.1217
N 0.65207 -1.25211 -1.12465 0.0656
C 0.26532 -0.06571 -1.54122 -0.2140
C 0.08504 0.17897 -2.89129 0.0317
C 0.04892 0.99882 -0.53905 -0.1697
C 0.25195 2.37084 -0.76935 0.0651
C 0.34883 3.19548 0.37941 -0.1864
C 0.85221 4.57491 0.33664 -0.2432
O 2.02705 4.63409 -0.44178 -0.0438
C 0.04836 2.70544 1.65144 -0.0062
C -0.17157 1.36385 1.72167 -0.1437
N -0.26318 0.52827 0.71288 0.0926
H 1.93363 0.59445 -6.02947 0.1006
H 0.54147 -1.28099 -5.95127 0.1302
H -0.69605 -0.08212 -5.45436 0.1037
H 1.05920 -2.88836 -4.04794 0.1167
H 1.18074 -3.15608 -1.58922 0.0895
H -0.22644 1.11224 -3.26767 0.1049
H 0.60014 2.73090 -1.74661 0.1254
H 0.99241 4.89313 1.35244 0.1085
H 0.21208 5.33253 -0.07424 0.1207
H 2.71189 4.29319 0.14920 0.1036
H 0.05903 3.30972 2.54672 0.1163
H -0.34717 0.81217 2.66518 0.1273
O 0.97673 -4.10013 0.82372 -0.8778
N -4.73359 -0.61042 2.34204 0.1145
N -3.69668 -1.47902 2.07249 -0.3018
N -3.66114 -2.68509 2.57708 0.1153
C -2.45102 -3.05885 2.22407 -0.1507
N -1.77180 -2.09029 1.46729 -0.0132
N -2.59159 -1.12449 1.44049 0.0475
H -4.46640 -0.11285 3.16837 0.0867
H -5.55832 -1.17773 2.43619 0.0860
H -1.95671 -4.02278 2.35667 0.1172
```

Orbital gap ... 5.99 eV
Net charge ... -1
Relative energy (zero: lowest compared OMol25 entry of this formula, charge and spin) ... 0.0000 eV
Largest force on an atom ... 5.0 eV Å⁻¹
E_HOMO ... -0.14681 Ha
Lowest unoccupied orbital energy ... 0.0733 Ha


net charge of number 6 (C15H15LuN7O7)?
-1